No. 1
# C6H9FS

The molecule C6H9FS (ωB97M-V/def2-TZVPD, OMol25).

Each line ends with the natural charge from an NBO analysis.
Geometry (Å):
F (0.6874, 1.4122, 2.1372)  -0.3675
C (-0.4915, 1.1430, 1.4574)  0.0330
C (-0.2284, 0.0375, 0.4523)  -0.1143
S (-0.3304, -1.6469, 1.2527)  -0.0568
C (-1.1596, -0.0417, -0.7824)  -0.4645
C (-0.3062, -0.8455, -1.7323)  -0.1913
C (0.9786, -0.6785, -1.4182)  -0.1727
C (1.1761, 0.1704, -0.1684)  -0.4610
H (-1.2802, 0.7934, 2.1639)  0.1850
H (-0.8288, 2.0727, 0.9126)  0.1655
H (0.7833, -1.4807, 1.9730)  0.1245
H (-1.2488, 0.9761, -1.2296)  0.2189
H (-2.1355, -0.4430, -0.5128)  0.2226
H (-0.7537, -1.4382, -2.5365)  0.2205
H (1.8213, -1.0211, -2.0218)  0.2127
H (1.3680, 1.2267, -0.3952)  0.2209
H (1.9483, -0.2364, 0.4480)  0.2246

As for the LUMO energy: 0.03138 Eh.



No. 2
# C4H7P

The molecule C4H7P (ωB97M-V/def2-TZVPD, OMol25).

Each line ends with the natural charge from an NBO analysis.
Geometry (Å):
C (2.2506, 0.1676, -0.2184)  -0.6459
C (1.1486, -0.4636, 0.6073)  -0.2934
C (-0.2242, -0.4908, 0.1152)  0.1003
C (-1.5686, -0.6035, -0.4045)  -0.6277
P (-3.0079, 0.3393, 0.2203)  0.3411
H (3.1100, -0.4700, -0.3603)  0.2289
H (2.8290, 0.9755, 0.4793)  0.2155
H (1.8352, 0.6944, -1.1846)  0.2440
H (1.1298, -0.9769, 1.6161)  0.2471
H (-1.9198, -1.5795, -0.9585)  0.2479
H (-3.2819, 1.1836, -0.8567)  -0.0267
H (-2.3007, 1.2238, 0.9447)  -0.0310

As for the LUMO energy: 0.03218 Eh.



No. 3
# C4H6N2O

A structure of composition C4H6N2O (ωB97M-V/def2-TZVPD, OMol25).

Each line ends with the natural charge from an NBO analysis.
Geometry (Å):
C (-1.0370, -0.3013, 1.2646)  0.4569
C (-0.2739, 0.4548, -0.7185)  0.0004
N (-1.7167, -1.2791, 0.9935)  -0.6708
N (-0.5887, 1.7134, -0.6985)  -0.5578
H (-2.4172, -1.6860, 1.6041)  0.4315
H (-1.1469, 1.9637, -1.5197)  0.3356
H (-1.0380, 0.5740, 1.9090)  0.2185
H (-0.6011, -0.2251, -1.5154)  0.1896
C (2.0737, -0.2088, -0.6916)  -0.5513
C (0.9745, 0.0181, 0.0735)  0.3004
O (0.7896, -0.3016, 1.3248)  -0.5725
H (2.1139, 0.1135, -1.7223)  0.2054
H (2.8677, -0.8357, -0.3034)  0.2141

As for the LUMO energy: -0.03736 Eh.



No. 4
# C4H8OS3

A structure of composition C4H8OS3 (ωB97M-V/def2-TZVPD, OMol25).

Each line ends with the natural charge from an NBO analysis.
Geometry (Å):
C (-2.6233, -0.8093, 0.1520)  -0.7814
C (-0.7493, 1.2489, 0.6317)  -0.5695
C (0.9667, -0.7311, 0.1393)  -0.5128
C (1.9169, 0.1395, -0.7157)  -0.0728
H (-3.5361, -1.0435, -0.4255)  0.2445
H (-1.8671, -1.5028, -0.2559)  0.2179
H (-2.6581, -0.9063, 1.2380)  0.2435
H (0.2230, -1.1091, -0.5429)  0.2081
H (1.4715, -1.5538, 0.6584)  0.2321
H (1.2783, 0.9519, -1.1740)  0.1737
H (2.1840, -0.5872, -1.6315)  0.1764
H (2.6630, 1.6086, 0.2677)  0.4888
O (2.9868, 0.6342, -0.0141)  -0.7095
S (-2.1232, 0.8385, -0.3322)  0.3660
S (-0.2780, 2.7375, 0.3960)  0.0608
S (0.1450, 0.0841, 1.6087)  0.2341

As for the LUMO energy: -0.02065 Eh.



No. 5
# C43H41Br2CoGeN5O3

A structure of composition C43H41Br2CoGeN5O3 (ωB97M-V/def2-TZVPD, OMol25).

Each line ends with the Löwdin spin population.
Geometry (Å):
Co (2.0680, -1.5778, 1.5044)  2.7203
O (0.8912, 5.0417, 5.5247)  0.0003
C (0.3564, 4.3339, 4.5278)  0.0009
O (-0.5137, 4.8079, 3.8594)  0.0011
C (0.8671, 2.8869, 4.2777)  0.0069
C (-0.0971, 1.8713, 3.9871)  0.0013
C (0.2942, 0.5638, 3.7907)  0.0094
C (1.6310, 0.2167, 3.9107)  0.0177
C (2.5801, 1.1420, 4.3068)  0.0143
C (2.1755, 2.5262, 4.5232)  0.0002
N (1.9582, -1.1033, 3.4217)  0.2806
C (1.5156, -2.1347, 4.1306)  0.2725
C (1.7678, -3.4500, 3.7071)  0.1143
C (1.4615, -4.7137, 4.3016)  0.0555
C (1.9007, -5.8622, 3.7450)  0.0349
C (2.6996, -5.8633, 2.5776)  0.0966
C (2.9831, -4.6747, 2.0044)  0.0213
N (2.4434, -3.5219, 2.5218)  0.1981
H (1.5039, 4.5101, 6.0848)  0.0000
H (-1.1321, 2.0767, 3.8002)  0.0002
H (-0.4779, -0.1399, 3.4537)  -0.0002
H (3.6054, 0.8767, 4.3857)  0.0014
H (2.9487, 3.1546, 4.8994)  -0.0002
H (0.8808, -2.1281, 5.0472)  0.0154
H (0.9426, -5.0104, 5.1886)  0.0025
H (1.7538, -6.8560, 4.2255)  -0.0004
H (3.0673, -6.7723, 2.1399)  0.0059
H (3.6387, -4.6707, 1.1026)  -0.0005
Br (0.6400, 3.4101, 0.8539)  0.0405
C (1.9570, 2.4685, -0.1373)  0.1517
C (2.7053, 2.9909, -1.1261)  -0.0187
C (3.9011, 2.3452, -1.6207)  0.3049
Br (5.0919, 3.3867, -2.7463)  0.0741
C (4.2358, 1.0173, -1.1695)  0.0154
C (5.3783, 0.2423, -1.5873)  0.0439
C (5.5439, -1.0375, -1.0542)  -0.0110
C (4.6744, -1.5043, -0.0406)  0.0440
N (3.5795, -0.8429, 0.2987)  0.0331
C (3.3645, 0.3774, -0.2356)  0.0833
C (2.1767, 1.1032, 0.3339)  0.0706
O (1.4782, 0.5465, 1.1911)  0.2296
H (2.4932, 3.9733, -1.4693)  -0.0042
H (5.9300, 0.6917, -2.4274)  0.0023
H (6.3309, -1.6758, -1.4397)  -0.0011
H (4.8696, -2.4042, 0.4911)  0.0023
C (-2.4960, -1.5081, 1.4506)  0.0002
C (-1.9843, -2.6765, 0.6850)  0.0019
C (-2.8813, -3.8978, 0.9314)  0.0005
C (-1.9431, -2.3749, -0.8247)  0.0007
N (-0.6074, -3.0067, 1.1403)  0.0068
N (0.3247, -2.0333, 0.5579)  0.0416
H (-3.4865, -1.2035, 1.1552)  0.0000
H (-1.8271, -0.5993, 1.3098)  0.0001
H (-2.4840, -1.7850, 2.5277)  0.0001
H (-3.7784, -3.8418, 0.2485)  0.0001
H (-3.1775, -4.0124, 1.9576)  0.0000
H (-2.3044, -4.8403, 0.7343)  0.0000
H (-2.9800, -2.3820, -1.2298)  0.0001
H (-1.4071, -3.1748, -1.3693)  0.0001
H (-1.5582, -1.3966, -1.0549)  0.0002
H (-0.2951, -3.9123, 0.8116)  -0.0001
H (-0.1789, -1.1215, 0.6187)  0.0011
H (0.3415, -2.1865, -0.4695)  0.0042
C (-4.5998, 3.1514, -0.9992)  -0.0001
Ge (-3.1166, 2.2025, -1.8642)  0.0003
C (-4.0535, 0.6806, -2.6679)  0.0000
C (-4.9203, 0.0623, -1.7250)  0.0000
C (-5.3065, -1.2691, -2.0220)  0.0000
C (-4.8254, -1.9802, -3.0918)  0.0000
C (-4.0780, -1.2693, -4.0648)  0.0000
C (-3.7231, 0.0117, -3.8543)  0.0000
C (-1.9964, 3.1812, -3.0901)  0.0005
C (-2.3131, 4.3401, -3.7099)  0.0010
C (-1.3877, 5.0741, -4.4831)  0.0003
C (-0.1152, 4.5878, -4.6754)  0.0011
C (0.2287, 3.2974, -4.1287)  0.0002
C (1.4949, 2.6753, -4.3396)  0.0029
C (1.7440, 1.4096, -3.9030)  0.0005
C (0.7434, 0.7227, -3.1614)  0.0004
C (-0.4756, 1.2740, -2.9842)  0.0021
C (-0.7560, 2.5980, -3.3532)  0.0008
H (-5.0486, 2.6893, -0.1088)  0.0000
H (-5.3373, 3.1341, -1.7913)  0.0000
H (-4.4734, 4.2082, -0.8401)  0.0000
H (-5.2999, 0.4437, -0.7186)  0.0000
H (-5.9700, -1.8409, -1.3013)  0.0000
H (-5.1064, -2.9869, -3.3804)  0.0000
H (-3.8190, -1.8685, -4.9331)  0.0000
H (-3.0387, 0.5486, -4.5488)  0.0000
H (-3.2702, 4.7540, -3.5055)  0.0000
H (-1.6276, 6.0019, -5.0330)  0.0000
H (0.6223, 5.1306, -5.2101)  0.0000
H (2.1520, 3.1635, -5.0454)  0.0004
H (2.6710, 0.8866, -4.2695)  0.0003
H (0.9420, -0.3352, -2.8845)  0.0003
H (-1.2811, 0.6569, -2.5566)  0.0001

As for the LUMO energy (alpha / beta): -0.29220 / -0.29257 Eh. Its net charge is +2. Its spin multiplicity is 6. Its expectation value of S² is 8.82.



No. 6
# C3H13NO3

A cluster of 4 separate species, C3H13NO3 in total (ωB97M-V/def2-TZVPD, OMol25).

Each line ends with the Löwdin spin population.
Geometry (Å):
C (0.2200, 1.5101, 0.4798)  0.0393
C (0.7071, 0.4076, -0.5688)  0.1016
C (-0.3821, -0.0238, -1.6014)  0.1003
O (0.1901, -1.0485, -2.4056)  0.4972
N (1.2641, 1.6672, 1.3984)  0.1427
H (-0.7180, 1.1102, 0.8204)  -0.0065
H (0.0806, 2.4054, -0.1674)  0.0143
H (0.8696, -0.4628, 0.0503)  -0.0072
H (1.6372, 0.6807, -1.0650)  0.0001
H (-0.5811, 0.7556, -2.3552)  0.0012
H (-1.2877, -0.2639, -1.0037)  0.0416
H (0.5643, -1.6500, -1.7148)  -0.0004
H (2.0483, 2.0628, 0.8827)  0.0004
H (1.1424, 2.2857, 2.1899)  0.0098
H (-0.7264, -1.7567, 0.5524)  -0.0085
H (-0.8124, -3.2266, 0.0986)  -0.0003
O (-0.2236, -2.4703, 0.0183)  -0.0016
H (0.0333, -0.4540, 1.7052)  -0.1677
H (-2.4097, -0.8467, 1.6157)  0.0004
O (-1.6160, -0.6822, 1.0701)  0.2432

As for the LUMO energy (alpha / beta): -0.22723 / -0.34060 Eh. Its net charge is +1. Its spin multiplicity is 2. Its expectation value of S² is 0.85.



The evaluated maximum force for the records listed, in turn: 1.7, 7.0, 3.0, 3.9, 4.0, 3.4 eV Å⁻¹.